Entry 1:
Computed, not measured: C10H14O5Zn as an isolated structure in a non-equilibrium geometry, with the ωB97M-V functional and the def2-TZVPD basis.

Its LUMO energy is -0.3345 Ha. The calculation puts the orbital gap at 0.2408 hartree. As for the relative energy (zero: lowest compared OMol25 entry of this formula, charge and spin): 0.0 kcal per mole. The HOMO energy comes out at -15.66 eV. As for the total charge: +2. The value obtained for the total energy is -69232.277 eV.

Structure (XYZ):
```
30
Properties=species:S:1:pos:R:3:forces:R:3
Zn 0.245 1.971 0.405 -0.896 -1.245 -0.059
C 0.252 3.277 2.133 0.524 3.485 3.871
O 0.354 4.036 2.998 -0.548 -3.668 -4.072
C 0.304 3.294 -1.420 0.391 3.566 -3.685
O 0.369 4.007 -2.317 -0.307 -2.840 3.369
C -1.810 1.629 -0.564 -3.933 -1.447 -0.693
O -2.861 1.327 -0.908 3.850 1.166 1.061
C 2.173 1.559 -0.275 5.963 -1.596 -1.870
O 3.234 1.342 -0.689 -5.231 1.107 1.956
C 0.279 -1.320 -3.370 -0.065 0.570 0.583
H 1.189 -1.821 -2.988 -0.672 0.161 -0.447
H -0.705 -1.698 -3.031 0.725 0.007 -0.416
C 0.359 -0.203 -4.105 0.072 0.095 0.397
H -0.554 0.329 -4.434 0.686 -0.398 0.055
H 1.343 0.227 -4.373 -0.739 -0.328 -0.043
C -2.292 -1.602 1.380 -0.005 0.043 -0.149
C -1.349 -0.472 1.754 -0.069 -0.384 0.632
O -0.220 -0.336 0.846 -0.085 1.450 -0.237
C 0.739 -1.428 0.928 0.127 -0.249 -0.331
C 1.816 -1.155 1.946 -0.252 -0.058 0.131
H -2.730 -1.453 0.389 0.072 0.020 0.103
H -3.109 -1.649 2.107 0.166 0.044 -0.074
H -1.793 -2.574 1.385 -0.123 0.125 0.066
H -1.889 0.485 1.736 0.144 -0.086 0.016
H -0.946 -0.611 2.773 -0.206 0.081 -0.316
H 0.186 -2.350 1.152 0.207 0.340 -0.065
H 1.147 -1.526 -0.083 -0.075 -0.039 0.128
H 1.380 -0.940 2.921 0.061 -0.056 0.085
H 2.451 -2.036 2.049 0.057 0.115 0.000
H 2.438 -0.309 1.654 0.162 0.020 0.002
```
Forces are in eV/Å.


Entry 2:
Computed, not measured: a 3-piece molecular cluster, C2H10NO3 overall in a non-equilibrium geometry, with the ωB97M-V functional and the def2-TZVPD basis.

Its LUMO energy is 0.1512 Ha. The calculation puts the orbital gap at 0.2996 hartree. As for the relative energy (zero: lowest compared OMol25 entry of this formula, charge and spin): 13.6 kcal per mole. The HOMO energy comes out at -4.04 eV. As for the total charge: -1. The value obtained for the total energy is -9869.182 eV.

Structure (XYZ):
```
16
Properties=species:S:1:pos:R:3:forces:R:3
C 2.499 0.320 -0.857 -0.141 -0.543 -1.538
N 1.880 -0.655 0.014 0.303 0.091 0.516
C 0.839 -0.109 0.886 0.536 0.022 1.895
O -0.294 0.309 0.318 -0.014 0.148 -0.374
H 2.356 1.347 -0.540 -0.382 0.065 0.145
H 2.177 0.204 -1.921 -0.292 0.443 0.567
H 3.566 0.183 -0.961 0.673 -0.201 0.415
H 1.516 -1.440 -0.506 -0.135 0.082 -0.114
H 1.356 0.746 1.445 -0.148 -0.656 -0.385
H 0.642 -0.896 1.715 0.306 0.605 -0.983
H -1.377 0.268 1.268 -1.552 -0.318 -0.892
H -2.908 -0.341 0.948 0.572 0.165 0.136
O -2.404 0.178 1.587 0.280 0.115 0.683
H -1.085 0.166 -1.230 -0.129 0.018 -0.093
H -2.445 -0.385 -1.120 0.194 0.251 -0.644
O -1.866 -0.026 -1.818 -0.069 -0.287 0.666
```
Forces are in eV/Å.


Entry 3:
Computed, not measured: one molecule with the formula C13H19Cl2NO2, with the ωB97M-V functional and the def2-TZVPD basis.

Its LUMO energy is 0.0208 Ha. The calculation puts the orbital gap at 0.3341 hartree. As for the relative energy (zero: lowest compared OMol25 entry of this formula, charge and spin): 0.0 kcal per mole. The HOMO energy comes out at -8.53 eV. The value obtained for the total energy is -44419.144 eV. As for the SMILES: CC(C)(C)NC[C@H](O)COc1cc(Cl)ccc1Cl.

Structure (XYZ):
```
37
Properties=species:S:1:pos:R:3:forces:R:3
C 1.886 0.738 -1.469 -0.200 -0.220 0.015
C 0.972 -0.488 -1.477 0.033 -0.001 -0.375
C -0.276 -0.174 -2.309 0.262 0.002 0.191
C 1.704 -1.685 -2.108 -0.109 0.249 0.195
N 0.494 -0.767 -0.123 -0.122 -0.217 0.061
C 1.453 -1.063 0.922 0.374 0.364 0.072
C 1.764 0.150 1.823 -0.527 -0.079 -0.260
O 2.783 -0.182 2.739 0.141 -0.134 0.336
C 0.535 0.692 2.584 0.581 -0.148 0.108
O -0.265 1.531 1.782 -0.225 0.063 -0.211
C -1.366 1.089 1.147 -0.463 0.270 -0.229
C -2.009 -0.128 1.348 0.002 0.086 0.142
C -3.161 -0.431 0.641 0.156 0.323 -0.017
Cl -3.909 -1.967 0.903 -0.109 -0.244 0.036
C -3.717 0.454 -0.263 -0.005 -0.055 -0.012
C -3.093 1.675 -0.462 0.105 -0.117 0.128
C -1.938 1.984 0.228 0.118 -0.180 0.256
Cl -1.152 3.494 -0.041 0.065 0.236 -0.118
H 2.818 0.530 -0.949 0.165 0.009 0.072
H 2.124 1.026 -2.490 0.073 0.024 -0.106
H 1.383 1.568 -0.982 -0.048 0.163 0.067
H -0.808 0.668 -1.877 -0.075 0.114 0.029
H -0.950 -1.028 -2.328 -0.109 -0.142 -0.020
H 0.001 0.069 -3.331 0.008 0.004 -0.151
H 2.621 -1.917 -1.571 0.112 -0.056 0.034
H 1.966 -1.462 -3.139 0.072 -0.007 -0.150
H 1.065 -2.567 -2.099 -0.068 -0.093 -0.021
H -0.203 -1.498 -0.181 0.012 0.053 0.038
H 2.416 -1.420 0.531 -0.072 -0.056 0.069
H 1.052 -1.857 1.564 0.032 0.002 -0.024
H 2.168 0.970 1.225 -0.099 -0.049 0.007
H 2.503 -0.943 3.261 0.047 0.009 -0.030
H 0.911 1.335 3.388 -0.082 -0.178 -0.110
H -0.037 -0.126 3.033 0.001 0.031 0.023
H -1.622 -0.856 2.041 0.057 -0.073 0.049
H -4.614 0.199 -0.803 -0.089 -0.050 -0.036
H -3.500 2.386 -1.162 -0.015 0.095 -0.058
```
Forces are in eV/Å.